# 1
ORCA calculation (ωB97M-V/def2-TZVPD) on a molecular structure, C35H42BBiN11S2Sb.

Properties
HOMO energy (spin up / spin down) = -9.815 / -9.712 eV
2S+1 = 2
gap between HOMO and LUMO (spin up / spin down) = 8.05 / 4.27 eV
total charge = +1
LUMO level (spin up / spin down) = -1.77 / -5.45 eV

Last column: Mulliken spin population.
Cartesian coordinates (Å):
Bi -0.0406 -0.0399 -0.3302  -0.04
C 0.6598 -3.6508 -2.0477  0.00
C 1.3629 -3.3264 -0.7794  0.00
C 2.0218 -4.2144 0.0808  0.00
C 2.5031 -3.4273 1.1017  0.00
N 2.1710 -2.1496 0.8472  0.00
N 1.4576 -2.0893 -0.2937  0.01
B 2.4779 -0.9443 1.7633  -0.02
N 2.8257 0.2792 0.8819  0.03
C 3.9790 0.9702 0.9835  0.01
C 4.2015 1.6363 -0.1974  0.00
C 3.1128 1.3007 -1.0134  -0.01
C 2.8995 1.7053 -2.4224  0.00
N 2.2962 0.4978 -0.3386  0.00
N 1.2706 -0.7764 2.6911  0.02
C 0.9806 -1.6740 3.6495  0.01
C -0.2772 -1.3988 4.1357  0.01
C -0.7082 -0.2872 3.4033  0.03
C -2.0251 0.3958 3.4679  0.00
N 0.2408 0.0728 2.5411  0.04
N 3.6927 -1.2343 2.6077  0.00
C 4.8645 -1.7996 2.2263  0.00
C 5.7558 -1.6530 3.2555  0.00
C 5.0491 -0.9431 4.2496  0.00
C 5.5574 -0.4816 5.5676  0.00
N 3.8201 -0.6948 3.8349  0.00
H 0.7943 -4.7003 -2.3005  0.00
H 1.0396 -3.0321 -2.8596  0.00
H -0.4070 -3.4509 -1.9493  0.00
H 2.1198 -5.2742 -0.0351  0.00
H 3.0448 -3.6961 1.9865  0.00
H 4.5870 0.9415 1.8663  0.00
H 5.0377 2.2570 -0.4542  0.00
H 3.8486 1.6763 -2.9511  0.00
H 2.5073 2.7205 -2.4849  0.00
H 2.2069 1.0275 -2.9121  0.00
H 1.6738 -2.4400 3.9280  0.00
H -0.8092 -1.9145 4.9080  0.00
H -2.4060 0.3794 4.4847  0.00
H -2.7423 -0.1199 2.8287  0.00
H -1.9419 1.4218 3.1210  0.00
H 4.9731 -2.2474 1.2592  0.00
H 6.7642 -2.0028 3.3009  0.00
H 6.2853 -1.1887 5.9570  0.00
H 4.7435 -0.3703 6.2787  0.00
H 6.0491 0.4857 5.4626  0.00
N -3.5161 -1.2486 -1.0093  0.00
C -3.5990 0.0668 -0.5960  0.00
C -4.8056 0.7611 -0.7837  0.00
C -4.9346 2.0420 -0.2931  0.00
C -3.8536 2.6159 0.3701  0.01
C -2.6904 1.8852 0.4588  -0.01
N -2.5559 0.6500 -0.0156  0.00
C -2.7853 -2.2752 -0.4433  0.00
C -3.1728 -3.6027 -0.6905  0.00
C -2.5247 -4.6163 -0.0159  0.00
C -1.5140 -4.2945 0.8854  0.00
C -1.1601 -2.9673 1.0117  0.00
N -1.7627 -1.9836 0.3537  0.00
H -4.2995 -1.5623 -1.5674  0.00
H -5.6312 0.2833 -1.2835  0.00
H -5.8628 2.5821 -0.4055  0.00
H -3.9258 3.6023 0.7962  0.00
H -1.8081 2.3044 0.9264  -0.01
H -3.9738 -3.8235 -1.3777  0.00
H -2.8150 -5.6469 -0.1635  0.00
H -1.0101 -5.0560 1.4572  0.00
H -0.3633 -2.6548 1.6719  0.00
S -0.5181 -0.7004 -2.7194  0.01
C -0.3710 0.7987 -3.6286  0.01
C -0.3951 0.6810 -5.0204  0.00
C -0.2221 1.7787 -5.8334  0.01
C -0.0335 3.0344 -5.2634  -0.01
C -0.0333 3.1704 -3.8930  0.01
C -0.2031 2.0644 -3.0556  0.01
S -0.2060 2.3458 -1.3258  0.08
H -0.5281 -0.3038 -5.4389  0.00
H -0.2104 1.6581 -6.9067  0.00
H 0.1275 3.8957 -5.8929  0.00
H 0.1068 4.1358 -3.4337  0.00
C -0.4022 3.9244 2.8887  0.07
Sb 1.0561 2.6590 1.8832  0.51
C 2.1536 4.3680 1.0613  0.14
C 2.2503 2.2625 3.6472  0.06
H 0.1460 4.7012 3.4077  0.02
H -0.9639 3.3424 3.6080  -0.01
H -1.0750 4.3773 2.1704  0.00
H 2.3648 5.0518 1.8737  0.02
H 1.5236 4.8473 0.3183  0.00
H 3.0795 4.0488 0.6014  -0.01
H 2.9392 3.0857 3.7912  0.01
H 2.7967 1.3297 3.5789  -0.02
H 1.5755 2.1927 4.4914  0.00

Atomic forces in eV per Å
-0.682 -0.217 -0.617
-0.015 0.111 -0.039
0.325 -0.093 0.287
-0.065 0.199 0.076
-0.091 -0.266 -0.114
0.469 -0.488 0.158
-0.135 -0.141 -0.484
0.031 -0.119 -0.297
0.100 0.233 0.410
0.459 0.369 -0.210
-0.102 -0.149 0.324
0.061 -0.069 0.174
-0.085 -0.007 -0.035
0.221 0.202 -0.866
0.101 -0.159 0.604
-0.341 0.187 0.128
0.151 0.049 -0.118
0.076 -0.119 0.107
0.027 -0.030 -0.045
-0.172 0.691 -0.077
0.330 -0.412 0.011
0.080 -0.005 0.107
-0.157 0.064 -0.137
-0.029 -0.150 -0.407
-0.048 0.108 0.019
-0.290 0.342 0.680
0.005 -0.012 0.039
-0.050 -0.096 -0.020
-0.103 -0.048 -0.082
0.058 -0.217 -0.009
0.172 -0.038 0.107
0.069 -0.135 0.207
0.136 0.076 -0.012
0.091 -0.009 -0.054
-0.039 -0.029 -0.031
-0.061 0.024 -0.102
0.216 -0.145 0.037
-0.105 -0.122 0.172
-0.067 0.096 0.078
-0.056 0.016 -0.038
-0.109 0.081 0.039
0.061 -0.142 -0.202
0.302 -0.113 -0.027
0.029 -0.007 0.092
-0.038 -0.016 0.056
0.063 0.029 0.056
-0.257 -0.171 -0.413
-0.167 0.485 0.255
0.013 0.057 0.018
0.264 -0.297 -0.047
0.076 -0.007 0.103
-0.491 0.309 0.069
-0.079 -0.384 -0.104
-0.016 -0.450 0.154
0.127 0.069 0.074
-0.007 0.252 0.045
0.029 0.087 0.037
-0.006 -0.593 0.184
-0.350 0.281 -0.257
0.169 0.106 0.119
-0.137 -0.129 -0.087
-0.056 0.007 -0.037
0.069 0.134 0.025
-0.036 0.062 0.027
-0.137 0.020 -0.086
-0.032 -0.019 -0.063
0.097 -0.046 0.041
0.129 -0.107 0.052
0.037 -0.045 0.020
-0.031 0.347 0.054
0.015 -0.121 0.223
0.056 0.186 -0.018
0.003 -0.107 -0.162
-0.013 -0.113 0.115
0.009 -0.057 -0.300
-0.110 0.639 0.074
-0.010 -0.112 -0.162
-0.037 -0.003 -0.054
-0.032 0.105 -0.043
0.030 0.181 0.006
-0.108 -0.660 -0.417
0.817 1.381 1.292
-0.210 -0.520 -0.364
-0.338 -0.122 -0.536
0.321 0.059 0.017
-0.108 -0.084 0.115
-0.101 0.051 -0.128
-0.072 0.006 0.358
-0.094 -0.032 -0.058
0.090 -0.135 -0.066
0.084 0.255 -0.088
0.034 -0.113 -0.047
-0.226 0.025 0.116

---

# 2
ORCA calculation (ωB97M-V/def2-TZVPD) on a molecular structure, C4H11AgN5O13.

Properties
HOMO energy (spin up / spin down) = -2.447 / -2.431 eV
2S+1 = 2
gap between HOMO and LUMO (spin up / spin down) = 6.75 / 5.26 eV
total charge = -2
LUMO level (spin up / spin down) = 4.31 / 2.83 eV

Last column: Mulliken spin population.
Cartesian coordinates (Å):
Ag -0.7398 0.2036 0.1293  0.57
N 0.7818 3.0759 0.2366  0.00
O 1.2269 2.6686 -0.8676  0.00
O 0.9641 4.2231 0.6393  0.00
O 0.1273 2.2212 0.9385  0.04
N -2.3271 -2.7502 -0.9710  0.00
O -1.9409 -1.6395 -0.5550  0.01
O -3.4678 -2.8492 -1.4884  0.00
O -1.5849 -3.7573 -0.9184  0.00
N -3.4756 0.8727 1.7663  0.00
O -2.2360 0.5565 1.7891  0.21
O -4.0463 1.3119 2.7780  0.03
O -4.0999 0.8183 0.6979  0.00
N -2.2752 2.3558 -2.1134  0.00
O -1.7743 1.3522 -1.5568  0.02
O -1.5879 3.0121 -2.9147  0.00
O -3.4751 2.6548 -1.9299  0.00
C 2.9009 -1.2781 2.0635  0.00
C 1.8131 -0.5937 1.1565  -0.01
C 1.9490 -0.9502 -0.3011  0.01
O 0.8796 -0.4711 -1.0791  0.06
C 1.0980 -0.2610 -2.4570  0.00
N 0.5005 -1.0557 1.6787  0.03
H 3.9397 -1.0339 1.8261  0.00
H 2.8423 -2.3656 1.9818  0.00
H 2.6925 -0.9098 3.0662  0.00
H 1.8109 0.4702 1.4044  0.00
H 1.9746 -2.0477 -0.3291  0.00
H 2.8889 -0.5251 -0.6629  0.00
H 0.7928 0.7392 -2.7625  0.00
H 0.6401 -1.0287 -3.0810  0.00
H 2.1766 -0.3011 -2.6448  0.00
H 0.7165 -2.0323 1.8741  0.00
H 0.3147 -0.6860 2.6065  0.00

Atomic forces in eV per Å
-2.344 0.919 0.587
0.220 -1.215 -1.297
-0.013 0.578 0.934
-0.130 -0.397 0.135
0.269 0.767 0.455
-1.046 -0.504 -1.061
-0.046 -0.295 0.122
0.875 0.051 0.554
0.209 0.290 0.292
-2.586 1.184 -2.303
1.114 -0.262 0.607
1.304 -0.670 0.432
1.116 -0.465 0.966
-1.141 0.798 -0.733
0.254 -0.519 0.114
0.215 -0.050 0.066
0.875 -0.282 0.188
-0.062 0.683 -1.051
0.186 0.150 2.149
0.401 -0.141 0.179
0.097 0.024 0.207
0.950 0.277 -0.733
0.908 -0.780 0.051
-0.075 0.279 -0.151
-0.262 -0.042 0.239
0.113 -0.367 0.165
0.320 0.172 -0.786
0.085 -0.053 -0.376
0.043 -0.136 -0.113
-0.467 -0.051 0.338
-0.323 -0.038 0.289
0.040 -0.060 0.044
-1.097 -0.325 -0.355
-0.002 0.475 -0.156

---

The records above yield maximum force values of 2.06; 3.66 eV Å⁻¹, respectively.
The records above yield total energy values of -3237.2315; -1557.3800 Eh, respectively.
The records above yield energy above the lowest of the compared OMol25 structures with the same formula, charge and spin values of 7.2; 22.1 kcal/mol, respectively.